A molecular structure, C25H24AsAuBrF6N4O3. Source: the OMol25 dataset; level of theory: wB97M-V/def2-TZVPD.

- total charge = +2
- 2S+1 = 4
- HOMO-LUMO gap (alpha / beta) (eV) = 6.28 / 3.32
- total energy (a.u.) = -6955.1865

XYZ file:
```
65
Properties=species:S:1:pos:R:3:mulliken_spin:R:1
Au 0.00 0.00 0.00 0.871
C 2.57 1.28 0.01 0.009
O 1.86 0.06 0.00 0.052
C 2.62 -1.08 -0.08 -0.047
C 4.00 -1.19 -0.13 0.040
C 4.56 -2.46 -0.19 -0.008
Br 6.44 -2.66 -0.25 0.000
C 3.74 -3.60 -0.19 0.041
C 2.33 -3.50 -0.14 0.041
C 1.80 -2.22 -0.08 0.037
O 0.52 -1.79 0.00 0.130
C 1.59 -4.77 -0.11 0.097
N 2.14 -5.95 0.16 0.117
C 1.14 -6.88 0.08 0.197
C 1.18 -8.26 0.27 0.185
C 0.00 -9.00 0.15 -0.028
C -1.21 -8.36 -0.16 0.211
C -1.27 -6.97 -0.37 0.114
C -0.07 -6.27 -0.25 0.004
N 0.26 -4.95 -0.42 0.004
H 3.22 1.35 0.88 -0.002
H 1.85 2.10 0.06 0.045
H 3.15 1.41 -0.92 -0.004
H 4.64 -0.32 -0.13 -0.004
H 4.21 -4.58 -0.22 0.000
H -0.35 -2.43 0.00 0.001
H 2.12 -8.75 0.51 -0.004
H 0.02 -10.07 0.29 0.005
H -2.12 -8.95 -0.24 0.001
H -2.20 -6.48 -0.61 0.013
H -0.37 -4.24 -0.76 -0.008
C -1.04 4.30 -3.47 0.002
N -1.22 3.98 -2.04 0.008
N -0.86 2.64 -1.70 0.022
C 0.04 2.67 -0.62 -0.067
O 0.58 1.77 0.00 0.151
C 0.20 4.09 -0.25 0.061
C -0.56 4.79 -1.11 -0.007
C -0.71 6.27 -1.11 0.001
C -1.66 1.53 -2.07 0.221
C -2.92 1.71 -2.68 0.003
C -3.70 0.61 -3.05 0.029
C -3.24 -0.68 -2.82 -0.027
C -2.00 -0.88 -2.22 0.200
C -1.22 0.22 -1.84 -0.356
H -1.54 3.57 -4.12 0.000
H 0.02 4.31 -3.73 0.000
H -1.47 5.28 -3.69 0.000
H 0.82 4.43 0.56 0.001
H -0.21 6.73 -0.25 0.000
H -1.77 6.55 -1.06 0.000
H -0.28 6.71 -2.02 0.000
H -3.32 2.70 -2.83 0.001
H -4.67 0.77 -3.51 0.001
H -3.85 -1.54 -3.11 -0.001
H -1.64 -1.89 -2.03 0.027
H -0.26 0.03 -1.38 0.075
F -1.50 -1.09 0.00 -0.074
As -2.97 -2.16 0.00 0.036
F -3.68 -1.19 1.36 0.009
F -2.17 -3.26 1.20 0.005
F -4.44 -3.23 0.00 0.000
F -2.27 -3.13 -1.36 0.004
F -3.77 -1.06 -1.20 0.004
H -1.31 0.95 0.00 0.563
```


A molecular structure, C44H45FFeN8O3S3. Source: the OMol25 dataset; level of theory: wB97M-V/def2-TZVPD.

- energy above the lowest of the compared OMol25 structures with the same formula, charge and spin (eV) = 0.0000
- total charge = +3
- 2S+1 = 6
- HOMO-LUMO gap (alpha / beta) (eV) = 7.17 / 7.01
- total energy (a.u.) = -4924.7788

XYZ file:
```
105
Properties=species:S:1:pos:R:3:mulliken_spin:R:1
Fe 15.14 15.10 13.38 4.209
F 20.93 11.74 15.27 0.000
C 20.26 12.81 15.80 0.002
C 19.05 13.29 15.36 0.000
C 18.58 14.47 15.93 0.016
C 17.46 15.09 15.28 -0.034
O 16.86 14.45 14.35 0.067
C 17.01 16.33 15.87 -0.008
C 17.77 16.92 16.82 0.002
N 18.93 16.43 17.29 0.003
C 19.65 17.00 18.42 0.000
C 21.01 17.66 18.31 0.000
C 19.74 18.52 18.59 0.000
C 19.39 15.16 16.85 -0.001
C 20.56 14.58 17.38 0.001
C 21.02 13.46 16.73 -0.002
N 22.30 12.91 17.13 0.000
C 22.18 11.76 17.99 0.000
C 23.39 11.71 18.85 0.000
N 24.59 11.61 17.94 0.000
C 24.67 12.75 16.96 0.000
C 23.41 12.83 16.20 0.000
C 15.71 16.99 15.54 0.009
O 15.42 18.05 16.03 0.029
O 14.86 16.29 14.79 0.196
H 18.52 12.82 14.52 0.001
H 17.42 17.85 17.24 0.000
H 19.58 16.47 19.40 0.000
H 21.47 17.72 17.27 0.000
H 21.75 17.51 19.11 0.000
H 19.32 19.17 17.88 0.000
H 19.60 18.91 19.62 0.000
H 21.22 15.08 18.01 0.000
H 22.07 10.84 17.40 0.000
H 21.30 11.84 18.64 0.000
H 23.39 10.91 19.57 0.000
H 23.63 12.63 19.40 0.000
H 24.52 10.71 17.46 0.000
H 25.47 11.63 18.44 0.000
H 25.46 12.48 16.30 0.000
H 24.99 13.62 17.45 0.000
H 23.29 11.89 15.61 0.000
H 23.42 13.61 15.48 0.000
C 17.00 15.82 8.73 0.001
N 15.59 15.77 9.27 0.010
C 14.49 15.58 8.47 0.000
C 13.36 15.70 9.24 0.004
N 13.83 15.98 10.49 0.004
C 15.21 16.08 10.52 -0.005
S 16.27 16.58 11.74 0.164
C 12.94 16.32 11.49 0.014
C 11.85 17.05 11.06 0.005
C 10.81 17.19 11.98 -0.001
C 10.99 16.70 13.25 0.006
C 12.17 16.03 13.56 0.005
N 13.17 15.84 12.70 0.053
H 17.77 15.73 9.61 0.000
H 17.23 16.67 8.11 0.000
H 16.99 14.99 8.00 0.000
H 14.66 15.36 7.46 0.001
H 12.32 15.60 8.97 0.001
H 11.94 17.53 10.06 0.000
H 9.93 17.77 11.65 0.000
H 10.19 16.78 13.97 0.001
H 12.28 15.75 14.61 0.000
S 13.83 13.23 14.65 0.142
C 13.50 12.03 13.57 -0.009
N 12.86 10.99 13.95 0.000
C 12.41 9.95 13.00 0.000
C 13.36 9.78 11.86 0.001
N 13.93 11.02 11.37 -0.004
C 14.61 10.79 10.12 0.006
C 13.64 10.63 8.98 -0.001
C 13.98 9.55 8.12 0.001
C 13.21 9.28 6.99 0.000
C 11.98 9.92 6.90 0.000
C 11.60 10.90 7.79 0.001
C 12.40 11.29 8.84 0.002
C 14.08 12.06 12.14 0.026
S 15.13 13.38 11.73 0.083
C 12.52 10.61 15.36 0.007
C 13.23 9.37 15.80 -0.001
C 12.50 8.24 16.15 0.001
C 13.16 7.07 16.47 0.000
C 14.54 7.00 16.41 0.000
C 15.29 8.10 16.01 0.000
C 14.66 9.31 15.75 0.002
H 11.38 10.22 12.71 0.000
H 12.37 8.99 13.57 0.000
H 12.78 9.42 11.01 0.000
H 14.14 9.04 12.05 0.000
H 15.24 9.92 10.23 0.001
H 15.30 11.62 9.97 -0.004
H 14.96 9.10 8.17 0.000
H 13.60 8.56 6.31 0.000
H 11.35 9.74 6.04 0.000
H 10.77 11.47 7.48 0.000
H 12.22 12.12 9.49 0.001
H 11.43 10.37 15.38 0.000
H 12.72 11.47 15.97 -0.006
H 11.39 8.38 16.20 0.000
H 12.57 6.17 16.66 0.000
H 15.11 6.09 16.49 0.000
H 16.30 8.06 15.90 0.000
H 15.27 10.17 15.48 0.001
```


A molecular structure, C11H20FeN3P2. Source: the OMol25 dataset; level of theory: wB97M-V/def2-TZVPD.

- energy above the lowest of the compared OMol25 structures with the same formula, charge and spin (eV) = 0.0000
- total charge = 0
- 2S+1 = 6
- HOMO-LUMO gap (alpha / beta) (eV) = 5.15 / 6.51
- total energy (a.u.) = -2541.6012

XYZ file:
```
37
Properties=species:S:1:pos:R:3:mulliken_spin:R:1
C -0.58 -0.15 -3.48 -0.041
C -1.32 1.09 -3.47 0.122
C -0.45 2.16 -3.12 -0.016
C 0.89 1.66 -3.05 0.138
C 0.87 0.21 -3.24 0.035
Fe 0.41 -1.47 -1.61 4.348
P -0.05 -3.60 -2.00 0.139
H -0.88 -1.12 -3.93 0.011
H -2.40 1.16 -3.66 0.008
H -0.75 3.22 -2.98 -0.002
H 1.69 -0.38 -3.67 0.007
H 1.80 2.23 -2.87 0.004
H 0.86 -4.52 -2.62 0.054
H -1.22 -3.97 -2.75 0.054
H -0.32 -4.38 -0.82 0.019
C 1.33 0.32 3.09 0.000
N 1.07 1.46 2.18 0.006
C -0.30 1.95 2.43 -0.002
N -1.31 0.90 2.17 0.010
C -1.05 -0.23 3.10 0.003
N 0.32 -0.76 2.95 0.014
C 0.48 -1.49 1.70 0.081
P 0.27 -0.35 0.22 -0.057
C 1.28 1.11 0.77 0.036
C -1.32 0.47 0.75 0.061
H 1.28 0.71 4.12 0.001
H 2.32 -0.09 2.87 -0.001
H -0.50 2.82 1.78 -0.001
H -0.38 2.22 3.49 0.002
H -1.77 -1.03 2.89 -0.001
H -1.17 0.17 4.12 0.000
H 1.47 -1.96 1.66 -0.011
H -0.29 -2.29 1.65 -0.004
H 0.98 1.95 0.11 -0.006
H 2.34 0.90 0.58 0.005
H -2.14 -0.24 0.58 -0.024
H -1.44 1.33 0.08 0.010
```


A single C5H7NOS molecule. Source: the OMol25 dataset; level of theory: wB97M-V/def2-TZVPD.

- energy above the lowest of the compared OMol25 structures with the same formula, charge and spin (eV) = 1.5967
- total charge = 0
- SMILES string = CS/C(=C/C#N)CO
- HOMO-LUMO gap (eV) = 9.16
- total energy (a.u.) = -722.8594

XYZ file:
```
15
Properties=species:S:1:pos:R:3:mulliken_charge:R:1
C 2.37 -0.27 0.39 -0.784
S 1.17 -1.30 -0.52 -0.062
C -0.37 -0.51 -0.16 0.675
C -1.49 -1.25 -0.26 -0.551
C -2.78 -0.69 -0.12 0.026
N -3.87 -0.22 -0.01 -0.455
C -0.36 0.95 0.18 -0.681
O 0.33 1.74 -0.73 -0.469
H 3.37 -0.72 0.19 0.336
H 2.22 -0.30 1.51 0.275
H 2.31 0.77 0.09 0.261
H -1.43 -2.29 -0.42 0.432
H -1.46 1.33 0.27 0.386
H 0.12 1.08 1.16 0.288
H -0.13 1.67 -1.58 0.323
```